(1)
{
  "formula": "C21H20N9PtSi",
  "method": "ωB97M-V/def2-TZVPD",
  "elements": ["Pt", "C", "C", "C", "C", "C", "C", "C", "H", "H", "H", "H", "H", "H", "H", "H", "N", "C", "N", "N", "N", "N", "C", "N", "N", "N", "N", "H", "C", "C", "C", "C", "C", "C", "Si", "C", "C", "C", "C", "C", "C", "H", "H", "H", "H", "H", "H", "H", "H", "H", "H", "H"],
  "positions_angstrom": [[1.502, 0.104, 0.170], [-0.444, -1.494, 2.670], [0.913, -1.147, 2.148], [1.633, -1.993, 1.271], [2.980, -1.718, 0.954], [3.653, -0.620, 1.510], [2.935, 0.258, 2.314], [1.560, 0.038, 2.563], [-0.360, -1.681, 3.743], [-0.834, -2.393, 2.202], [-1.146, -0.671, 2.534], [1.167, -2.882, 0.865], [3.489, -2.366, 0.252], [4.686, -0.430, 1.256], [3.400, 1.157, 2.696], [1.022, 0.737, 3.188], [2.190, 2.022, -2.580], [2.110, 0.665, -2.724], [2.057, 0.008, -3.849], [2.003, -1.308, -3.482], [1.999, -1.450, -2.226], [2.145, -0.194, -1.675], [1.990, 2.649, -1.379], [1.875, 3.934, -1.185], [1.684, 4.070, 0.157], [1.671, 2.950, 0.751], [1.935, 1.990, -0.201], [2.258, 2.590, -3.411], [-3.654, 2.486, 2.263], [-2.314, 2.476, 2.626], [-1.374, 1.906, 1.781], [-1.753, 1.334, 0.568], [-3.106, 1.368, 0.208], [-4.047, 1.940, 1.049], [-0.658, 0.581, -0.718], [-1.211, -1.024, -1.428], [-1.082, -1.235, -2.804], [-1.394, -2.462, -3.367], [-1.836, -3.499, -2.560], [-1.989, -3.306, -1.191], [-1.675, -2.080, -0.633], [-4.391, 2.928, 2.920], [-2.002, 2.930, 3.557], [-0.327, 1.967, 2.051], [-3.433, 0.936, -0.733], [-5.089, 1.958, 0.757], [-0.436, 1.499, -1.855], [-0.736, -0.431, -3.445], [-1.286, -2.612, -4.432], [-2.075, -4.459, -2.998], [-2.367, -4.108, -0.571], [-1.838, -1.918, 0.424]],
  "forces_ev_per_a": [[1.765, 0.076, 0.644], [0.021, -0.020, 0.032], [-0.091, -0.066, 0.022], [-0.265, -0.042, -0.214], [0.125, -0.094, -0.009], [0.012, -0.105, 0.101], [0.105, -0.007, -0.146], [-0.157, 0.151, 0.008], [0.011, 0.009, 0.001], [0.012, -0.015, -0.006], [-0.008, 0.008, -0.002], [-0.037, 0.019, 0.003], [-0.018, 0.001, -0.016], [0.014, -0.011, 0.055], [-0.021, 0.019, -0.009], [0.011, 0.001, 0.002], [-0.052, 0.055, 0.010], [0.218, 0.102, 0.240], [0.108, -0.108, 0.005], [-0.008, 0.087, -0.124], [0.303, 0.071, 0.241], [-0.975, -0.140, -0.404], [0.248, -0.239, -0.065], [0.047, 0.016, 0.109], [-0.015, 0.069, -0.099], [0.198, -0.154, 0.009], [-0.909, 0.300, -0.140], [-0.062, 0.008, -0.007], [0.012, -0.017, -0.013], [-0.048, 0.002, -0.031], [0.133, 0.144, 0.003], [-0.033, -0.090, 0.110], [-0.004, -0.154, 0.023], [-0.034, 0.017, 0.016], [-0.735, 0.082, -0.493], [0.049, -0.135, 0.044], [0.013, 0.124, -0.006], [-0.026, -0.039, 0.002], [0.001, 0.008, -0.016], [-0.005, -0.005, -0.009], [-0.120, 0.076, 0.030], [0.005, 0.011, 0.000], [0.012, -0.010, 0.004], [-0.020, 0.008, -0.024], [-0.012, -0.005, 0.009], [0.002, 0.001, -0.004], [0.213, 0.016, 0.103], [0.021, -0.024, -0.006], [0.009, 0.013, -0.002], [-0.006, 0.001, 0.000], [0.011, 0.003, 0.009], [-0.016, -0.016, 0.011]],
  "e_homo_ev": -12.12,
  "charge": 1,
  "spin_multiplicity": 1,
  "orbital_gap_ev": 6.64
}

---

(2)
{
  "formula": "FNO3S",
  "method": "ωB97M-V/def2-TZVPD",
  "elements": ["N", "O", "O", "O", "F", "S"],
  "positions_angstrom": [[-1.525, -0.634, -0.178], [-0.309, -0.909, -0.535], [-1.501, 0.222, 0.722], [0.736, 1.720, -0.375], [1.969, -0.574, -0.104], [0.630, 0.174, 0.470]],
  "forces_ev_per_a": [[-0.612, 1.570, 2.173], [0.387, 0.314, -0.244], [-0.884, -1.566, -2.162], [-0.806, -7.143, 3.815], [-1.159, 0.565, 0.425], [3.074, 6.259, -4.007]],
  "e_homo_ev": -11.00,
  "spin_multiplicity": 1,
  "orbital_gap_ev": 9.28
}

---

(3)
{
  "formula": "C4H3NO2",
  "method": "ωB97M-V/def2-TZVPD",
  "elements": ["O", "C", "C", "C", "O", "N", "C", "H", "H", "H"],
  "positions_angstrom": [[2.307, 0.173, 0.087], [1.095, 0.088, -0.023], [0.224, -1.074, -0.091], [-1.071, -0.792, 0.013], [-1.663, 0.372, 0.086], [-0.960, 1.508, -0.020], [0.312, 1.356, -0.018], [0.647, -2.100, -0.258], [-1.772, -1.699, 0.226], [0.881, 2.169, -0.002]],
  "forces_ev_per_a": [[-0.395, -0.552, -0.229], [0.016, 0.383, 0.275], [2.027, -0.196, -0.691], [-1.487, -3.852, 0.989], [-1.635, -0.512, -0.046], [1.385, 1.035, 0.249], [-2.042, -3.201, -0.125], [-0.735, 1.128, 0.527], [0.792, 2.094, -0.805], [2.074, 3.673, -0.144]],
  "smiles": "O=c1cconc1",
  "e_homo_ev": -9.94,
  "spin_multiplicity": 1,
  "orbital_gap_ev": 10.10
}

---

(4)
{
  "formula": "C14H18ClN3OS",
  "method": "ωB97M-V/def2-TZVPD",
  "elements": ["C", "N", "C", "C", "C", "N", "N", "C", "O", "C", "S", "C", "C", "C", "C", "Cl", "C", "C", "C", "C", "H", "H", "H", "H", "H", "H", "H", "H", "H", "H", "H", "H", "H", "H", "H", "H", "H", "H"],
  "positions_angstrom": [[1.243, -1.849, -3.825], [1.600, -2.390, -2.532], [2.348, -1.487, -1.695], [1.485, -0.360, -1.070], [0.338, -0.998, -0.347], [0.023, -0.920, 0.881], [0.690, -0.150, 1.767], [0.208, 0.085, 3.013], [0.822, 0.770, 3.803], [-1.118, -0.561, 3.341], [-2.461, -0.080, 2.191], [-1.928, 1.529, 1.673], [-1.473, 2.477, 2.579], [-1.037, 3.708, 2.127], [-1.082, 3.995, 0.772], [-0.532, 5.534, 0.205], [-1.564, 3.066, -0.137], [-1.983, 1.830, 0.317], [-0.460, -1.932, -1.196], [0.499, -2.980, -1.808], [0.779, -2.637, -4.416], [2.152, -1.530, -4.333], [0.552, -0.996, -3.783], [2.794, -2.074, -0.886], [3.157, -1.047, -2.283], [1.098, 0.276, -1.869], [2.110, 0.257, -0.422], [1.552, 0.336, 1.521], [-1.042, -1.642, 3.229], [-1.399, -0.304, 4.362], [-1.446, 2.259, 3.635], [-0.669, 4.443, 2.825], [-1.602, 3.306, -1.188], [-2.351, 1.087, -0.372], [-0.942, -1.378, -2.005], [-1.227, -2.417, -0.596], [0.918, -3.586, -0.999], [-0.052, -3.640, -2.480]],
  "forces_ev_per_a": [[-0.004, 0.019, 0.059], [0.187, -0.166, -0.149], [0.085, 0.191, 0.095], [0.237, -0.051, 0.131], [0.096, 0.209, 0.093], [-0.387, -0.620, 0.087], [1.031, 0.446, -0.645], [-0.110, -0.270, 0.246], [0.035, 0.069, 0.108], [-0.419, 0.147, -0.133], [-0.251, 0.149, 0.247], [-0.149, -0.298, 0.163], [-0.064, 0.089, -0.142], [0.038, 0.095, -0.081], [-0.083, -0.222, 0.071], [0.068, 0.190, -0.070], [0.022, 0.175, 0.002], [0.042, -0.033, 0.148], [0.125, -0.325, -0.098], [-0.321, 0.018, 0.077], [-0.031, 0.021, -0.078], [-0.009, 0.039, -0.077], [-0.025, 0.030, -0.072], [0.046, 0.076, -0.002], [0.013, -0.027, 0.062], [-0.019, 0.076, 0.039], [-0.012, 0.060, -0.060], [-0.286, -0.057, 0.106], [0.026, -0.025, 0.035], [0.214, -0.035, -0.099], [0.009, -0.027, 0.089], [0.047, 0.098, 0.034], [0.003, 0.053, -0.091], [0.008, -0.090, -0.121], [-0.072, 0.054, -0.038], [-0.046, 0.038, 0.012], [-0.072, -0.045, 0.011], [0.027, -0.052, 0.043]],
  "smiles": "CN1CCC(=NNC(=O)CSc2ccc(Cl)cc2)CC1",
  "e_homo_ev": -8.21,
  "spin_multiplicity": 1,
  "orbital_gap_ev": 8.81
}

---

(5)
{
  "formula": "C31H40CoN4O",
  "method": "ωB97M-V/def2-TZVPD",
  "elements": ["Co", "N", "N", "C", "C", "C", "C", "H", "H", "H", "C", "C", "H", "H", "H", "C", "C", "H", "H", "H", "C", "H", "H", "H", "C", "H", "H", "H", "C", "H", "C", "H", "C", "H", "C", "H", "C", "C", "H", "C", "C", "H", "C", "H", "N", "C", "C", "C", "H", "C", "C", "H", "H", "H", "C", "H", "C", "C", "H", "H", "H", "C", "H", "H", "H", "C", "N", "C", "C", "O", "H", "H", "H", "H", "H", "H", "H"],
  "positions_angstrom": [[0.358, -0.045, -0.541], [1.050, -2.706, 3.984], [-0.606, -2.453, -1.694], [1.051, 1.905, -0.624], [2.228, 1.136, -0.304], [2.091, 0.712, 1.051], [2.970, -0.106, 1.897], [3.956, -0.269, 1.390], [3.084, -1.928, 3.006], [3.227, 0.461, 2.828], [0.831, 1.084, 1.519], [0.402, 0.939, 2.928], [0.841, 1.758, 3.518], [0.756, -0.006, 3.357], [-0.687, 0.965, 3.042], [0.129, 1.775, 0.485], [-1.171, 2.446, 0.673], [-1.836, 1.828, 1.292], [-1.642, 2.606, -0.300], [-1.073, 3.424, 1.173], [3.473, 1.065, -1.112], [4.143, 1.909, -0.882], [3.262, 1.094, -2.189], [4.033, 0.150, -0.878], [0.924, 2.818, -1.775], [-0.127, 3.070, -1.953], [1.323, 2.350, -2.685], [1.487, 3.746, -1.588], [0.170, -3.551, 4.513], [0.260, -3.782, 5.606], [-0.889, -4.076, 3.773], [-1.592, -4.710, 4.293], [-1.043, -3.658, 2.460], [-1.943, -3.967, 1.918], [-0.086, -2.793, 1.917], [-0.176, -2.483, 0.865], [0.980, -2.257, 2.721], [2.298, -1.520, 2.272], [2.464, -1.990, 1.287], [-0.273, -1.191, -1.805], [-0.423, -3.043, -2.916], [-0.691, -4.069, -3.185], [0.148, -2.165, -3.806], [0.667, -2.382, -4.742], [0.123, -0.947, -3.144], [-0.038, 0.274, -3.788], [0.884, 0.638, -4.791], [0.558, 1.719, -5.615], [1.248, 1.954, -6.447], [-0.615, 2.455, -5.359], [-0.977, 3.568, -6.295], [-1.564, 4.313, -5.747], [-1.575, 3.216, -7.154], [-0.045, 4.014, -6.679], [-1.483, 2.108, -4.306], [-2.381, 2.708, -4.124], [-1.198, 1.008, -3.486], [-2.142, 0.680, -2.384], [-2.802, -0.160, -2.636], [-2.781, 1.557, -2.226], [-1.688, 0.488, -1.381], [2.183, -0.096, -4.975], [2.065, -1.029, -5.549], [2.724, -0.353, -4.046], [2.874, 0.558, -5.537], [-1.708, 0.262, 5.804], [-2.387, -0.895, 5.253], [-2.498, -2.065, 6.108], [-2.845, -0.874, 3.975], [-2.723, 0.069, 3.204], [-1.888, 0.275, 6.883], [-2.093, 1.173, 5.340], [-0.623, 0.204, 5.633], [-3.167, -2.793, 5.636], [-1.517, -2.535, 6.263], [-2.897, -1.766, 7.086], [-3.369, -1.820, 3.696]],
  "forces_ev_per_a": [[1.110, 0.986, 2.853], [0.510, 0.655, 0.645], [-0.591, -1.064, 0.114], [-0.001, -0.449, 0.970], [-0.385, 0.648, 0.477], [-0.634, 0.101, -0.848], [-0.482, 0.072, 1.118], [-0.841, -0.480, 0.445], [-1.275, 0.101, -1.072], [-0.275, -0.400, -0.464], [-0.558, 0.077, -0.617], [-0.272, -0.150, 0.445], [-0.117, -0.086, 0.113], [-0.172, 0.369, 0.094], [0.252, 0.029, 0.000], [1.521, 0.484, -0.124], [-0.596, 0.318, 0.055], [0.038, 0.143, -0.183], [-0.178, 0.105, 0.127], [-0.037, -0.083, -0.083], [0.361, 0.062, -0.083], [0.019, -0.034, -0.144], [0.092, -0.083, 0.177], [-0.075, 0.080, -0.210], [-0.011, 0.187, -0.513], [0.214, 0.084, -0.083], [-0.125, 0.283, 0.060], [-0.136, -0.008, -0.132], [-0.311, -0.006, -0.122], [0.138, 0.114, -1.088], [0.354, 0.436, 0.619], [-0.225, -0.144, -0.175], [0.336, 0.246, 0.265], [0.602, 0.129, -0.171], [0.717, 1.305, -0.523], [-0.015, -0.129, 0.457], [-0.706, -0.924, 0.428], [2.399, -1.624, -0.569], [0.134, -0.372, 0.318], [0.157, -0.923, -1.930], [0.837, -0.348, -1.230], [0.273, 0.229, 0.555], [-0.829, -0.825, 0.138], [-0.696, 0.393, 0.169], [0.665, -0.894, 0.754], [0.190, 0.118, -0.325], [-0.672, 0.256, 0.316], [-0.270, -0.079, 0.606], [-0.539, 0.160, 0.507], [-0.005, -0.559, -0.309], [0.080, 0.238, -0.126], [0.127, 0.104, -0.293], [0.197, 0.115, 0.292], [-0.464, 0.114, 0.021], [1.048, -0.141, -0.307], [0.339, -0.209, -0.060], [0.365, 0.727, -0.831], [-0.981, 0.467, 0.995], [0.232, -0.036, 0.085], [-0.175, -0.070, -0.222], [-0.292, 0.097, -1.217], [0.733, 0.035, -0.358], [0.061, 0.279, 0.156], [-0.634, 0.077, -0.147], [-0.278, -0.299, 0.063], [0.158, -0.063, -0.001], [-0.126, -0.006, -0.394], [0.025, 0.077, -0.157], [0.055, -0.063, 0.321], [-0.246, -0.298, 0.215], [0.001, 0.073, -0.145], [0.056, -0.102, 0.022], [-0.190, 0.029, 0.026], [0.066, 0.004, 0.205], [-0.215, 0.092, 0.038], [-0.081, -0.155, -0.134], [0.252, 0.407, 0.127]],
  "e_homo_ev": [2.68, -1.46],
  "s2": 3.7729,
  "charge": -2,
  "spin_multiplicity": 4,
  "orbital_gap_ev": [1.36, 5.50]
}

---

(6)
{
  "formula": "C3H8N2OS",
  "method": "ωB97M-V/def2-TZVPD",
  "elements": ["N", "C", "O", "C", "N", "C", "S", "H", "H", "H", "H", "H", "H", "H", "H"],
  "positions_angstrom": [[-2.123, 0.108, 0.049], [-1.094, -0.399, -0.648], [-1.175, -0.913, -1.801], [0.270, -0.444, 0.051], [1.280, -1.022, -0.758], [0.691, 0.984, 0.535], [2.236, 1.012, 1.454], [-2.045, 0.926, 0.576], [-3.067, -0.018, -0.521], [0.175, -0.989, 0.955], [1.025, -1.970, -1.106], [1.449, -0.655, -1.814], [-0.131, 1.571, 1.109], [0.795, 1.527, -0.505], [1.714, 0.284, 2.422]],
  "forces_ev_per_a": [[-3.979, -1.715, -2.842], [1.336, -1.570, -3.027], [-0.575, 1.340, 3.168], [-0.338, 1.855, -0.532], [1.692, -1.143, -4.102], [-1.355, 1.448, -2.319], [-0.019, 0.385, -0.452], [0.251, 1.059, 0.952], [2.658, 0.680, 1.751], [-0.232, -1.131, 0.818], [-0.104, 0.649, 1.201], [-0.938, 0.137, 3.513], [1.338, -1.227, -0.911], [0.260, -0.460, 2.184], [0.004, -0.309, 0.597]],
  "smiles": "NC(=O)[C@@H](N)CS",
  "e_homo_ev": -9.06,
  "spin_multiplicity": 1,
  "orbital_gap_ev": 9.71
}

---

Energy relative to the best compared isomer or geometry (same formula, charge and spin): 175.8; 243.5; 290.1; 72.8; 0.0; 153.0 (kJ/mol)
E: -1713.53606; -778.32323; -359.35988; -1642.14490; -2882.11877; -702.01923 (hartree)